# 1
Density functional theory data (the ωB97M-V functional and the def2-TZVPD basis) for 8 unconnected molecules or ions with the total composition C29H47FNO26PS.

```
106
Properties=species:S:1:pos:R:3:forces:R:3:lowdin_charge:R:1
O -3.03724 -0.40713 3.94048 -0.444 -0.138 -0.122 -0.275
P -2.61491 0.11284 2.63336 -0.361 -0.724 1.763 0.419
O -1.94589 1.54952 2.82812 0.286 -0.229 -1.015 -0.104
O -1.53784 -0.84614 1.96644 -0.006 0.780 -0.567 -0.105
C -3.95872 0.37857 1.44558 0.372 0.187 -0.289 -0.254
N -4.95547 -0.71469 1.41292 -0.355 0.673 0.420 -0.111
S -5.97821 -0.70993 2.73059 -0.887 0.785 -0.399 0.560
O -5.81020 0.45222 3.52342 0.431 -0.248 0.325 -0.232
O -7.29601 -1.00580 2.27640 0.162 -0.427 -0.326 -0.258
F -5.48559 -1.95975 3.47122 0.230 -0.041 0.264 -0.104
H -2.56555 2.03192 3.39251 0.181 0.184 0.177 0.094
H -2.00021 -1.58534 1.53106 0.218 -0.148 -0.075 0.064
H -3.48436 0.41498 0.46969 -0.069 -0.097 -0.114 0.084
H -4.41665 1.35839 1.58702 -0.022 0.004 0.321 0.079
H -5.60798 -0.47833 0.66771 0.073 -0.415 -0.243 0.107
C -2.97212 -2.13583 -4.27232 0.222 -0.362 0.050 -0.005
C -3.43600 -1.97713 -2.84709 0.127 0.049 -0.391 -0.305
C -2.75396 -0.87550 -2.07085 0.008 0.216 -0.002 -0.069
O -2.86070 -1.35814 -0.71848 -0.004 0.010 -0.213 0.001
C -2.91427 -2.70896 -0.77529 -0.002 -0.215 -0.125 -0.562
O -2.80787 -3.40556 0.18479 0.106 0.077 0.139 0.167
O -3.08592 -3.12974 -2.04311 -0.126 0.139 0.230 0.106
H -3.29476 -1.28757 -4.87539 -0.024 0.020 0.035 0.097
H -1.88511 -2.20961 -4.32545 0.009 0.103 0.024 0.079
H -3.37999 -3.04910 -4.70466 -0.111 0.064 -0.016 0.094
H -4.52430 -1.86967 -2.81220 0.009 -0.026 0.107 0.159
H -3.24304 0.09234 -2.17141 -0.064 -0.038 0.172 0.145
H -1.69455 -0.77865 -2.30885 -0.229 -0.074 -0.153 0.113
C 3.64819 0.13847 -1.76094 -0.146 -0.302 -0.619 -0.023
C 2.37217 0.36528 -2.52964 0.430 -0.114 0.289 -0.309
C 1.12313 -0.11607 -1.83750 -0.193 0.080 0.112 -0.079
O 0.25224 -0.39581 -2.95182 0.292 0.039 0.029 0.019
C 1.04309 -0.70441 -4.01198 0.105 0.008 -0.035 -0.549
O 0.63463 -1.16232 -5.03204 -0.044 -0.020 0.066 0.152
O 2.33279 -0.42426 -3.74423 -0.293 0.107 -0.019 0.099
H 3.68477 0.77336 -0.88765 -0.055 0.104 0.053 0.070
H 3.73550 -0.90003 -1.44326 -0.056 0.019 0.083 0.100
H 4.51055 0.35615 -2.38912 0.017 0.134 0.072 0.097
H 2.27867 1.41658 -2.81665 -0.069 -0.032 -0.073 0.160
H 0.68007 0.62779 -1.17948 -0.157 0.000 -0.123 0.143
H 1.27637 -1.04375 -1.28265 0.116 0.014 0.001 0.146
C 1.22349 -2.85060 -7.52044 -0.246 0.028 -0.418 -0.032
C 0.95208 -4.25981 -7.06644 0.165 0.407 -0.114 -0.329
C 1.93762 -5.29586 -7.55126 0.099 -0.141 0.135 -0.096
O 1.14096 -6.48834 -7.55595 -0.012 0.099 -0.040 0.060
C -0.15066 -6.11254 -7.74153 -0.053 0.031 -0.020 -0.564
O -1.04352 -6.85891 -7.97322 -0.022 -0.032 -0.010 0.165
O -0.27475 -4.76640 -7.62769 0.073 -0.191 0.104 0.083
H 2.11720 -2.45610 -7.04020 -0.031 -0.006 0.074 0.089
H 1.35524 -2.80839 -8.60386 0.060 -0.119 0.007 0.090
H 0.38499 -2.20589 -7.27203 0.065 0.034 0.147 0.072
H 0.85524 -4.29051 -5.97722 0.000 -0.069 0.001 0.158
H 2.79762 -5.41259 -6.89628 -0.064 -0.172 0.039 0.138
H 2.28107 -5.10667 -8.57103 -0.037 0.114 0.005 0.138
C -10.26414 1.92746 -0.24507 0.216 0.110 -0.285 -0.020
C -9.25997 2.00708 0.87595 -0.414 -0.069 -0.218 -0.326
C -9.42620 3.18654 1.80531 -0.054 -0.051 0.194 -0.084
O -8.08666 3.37666 2.28382 -0.033 0.059 -0.132 0.076
C -7.24986 2.92008 1.33034 0.139 -0.080 0.054 -0.566
O -6.06945 3.08248 1.32970 0.049 -0.028 -0.049 0.146
O -7.92783 2.24290 0.37366 0.048 -0.012 0.199 0.080
H -11.25342 1.68976 0.14451 0.016 -0.019 0.043 0.093
H -10.31674 2.87134 -0.79000 -0.014 0.033 0.064 0.090
H -9.97582 1.15807 -0.96056 -0.050 -0.086 0.079 0.089
H -9.23996 1.06716 1.43417 0.088 0.037 0.059 0.153
H -10.10346 2.99115 2.63254 0.160 0.006 0.122 0.141
H -9.73973 4.09530 1.28612 -0.022 -0.057 -0.090 0.139
C -0.90309 -3.17844 4.78202 0.198 0.080 -0.380 -0.017
C 0.18281 -3.17995 5.82442 -0.424 -0.011 -0.240 -0.326
C 0.11790 -2.03394 6.80418 -0.019 0.001 0.201 -0.088
O 1.49432 -1.89356 7.19071 0.002 -0.009 -0.103 0.059
C 2.25184 -2.33893 6.15715 -0.119 -0.036 -0.068 -0.570
O 3.42815 -2.19317 6.07274 0.096 0.081 -0.019 0.153
O 1.48059 -2.96322 5.23445 0.120 0.025 0.264 0.086
H -1.87248 -3.39504 5.22955 0.015 0.021 0.048 0.097
H -0.95860 -2.20972 4.28614 -0.077 0.038 0.077 0.063
H -0.69924 -3.92320 4.01210 -0.022 -0.097 0.099 0.092
H 0.21346 -4.14138 6.34573 0.075 0.036 0.057 0.158
H -0.50506 -2.24144 7.67048 0.163 0.007 0.106 0.139
H -0.20734 -1.10082 6.33900 -0.060 -0.067 -0.098 0.140
C 3.63082 1.41571 4.52601 -0.259 -0.244 -0.173 -0.009
C 4.79312 1.41280 3.56706 -0.338 0.113 0.336 -0.316
C 5.01944 2.70654 2.82172 0.250 0.156 0.101 -0.082
O 5.65800 2.24569 1.61838 -0.090 -0.002 -0.085 0.054
C 5.24070 0.97829 1.40049 -0.006 -0.190 0.179 -0.560
O 5.43425 0.36210 0.39868 0.234 0.115 0.123 0.134
O 4.56783 0.50270 2.46953 0.173 0.084 -0.112 0.097
H 3.84123 2.05994 5.37905 0.051 0.002 -0.006 0.096
H 2.72094 1.76527 4.03506 0.039 0.078 -0.035 0.090
H 3.43519 0.40670 4.88835 0.130 0.000 0.093 0.077
H 5.70339 1.09148 4.07974 0.044 0.005 -0.075 0.163
H 5.66213 3.40570 3.35145 0.150 -0.021 -0.171 0.140
H 4.08821 3.20738 2.54698 -0.066 -0.082 0.063 0.140
C 9.14696 5.72318 -1.48239 -0.178 0.294 0.032 -0.023
C 9.22148 5.24972 -0.05340 -0.041 0.055 -0.421 -0.330
C 8.39831 4.02269 0.26002 0.077 -0.224 0.059 -0.093
O 8.13151 4.19624 1.65786 -0.006 0.068 -0.040 0.051
C 8.15218 5.52698 1.91367 -0.022 0.055 0.012 -0.564
O 7.78860 6.02127 2.93051 -0.047 0.001 0.030 0.163
O 8.63776 6.20997 0.84769 0.053 -0.153 0.133 0.086
H 9.64488 5.01695 -2.14629 0.019 -0.024 0.034 0.091
H 8.10979 5.83600 -1.80096 -0.013 -0.070 0.026 0.090
H 9.62355 6.69743 -1.58605 0.101 -0.054 -0.001 0.088
H 10.26466 5.10864 0.24354 -0.024 -0.036 0.071 0.159
H 8.92867 3.09018 0.08454 -0.020 -0.037 0.188 0.142
H 7.44503 4.00066 -0.27256 0.033 0.068 -0.066 0.138
```
Positions in Å, forces in eV/Å.

Results
SMILES = O=P(O)(O)CNS(=O)(=O)F.C[C@@H]1COC(=O)O1.C[C@@H]1COC(=O)O1.C[C@@H]1COC(=O)O1.C[C@@H]1COC(=O)O1.C[C@@H]1COC(=O)O1.C[C@@H]1COC(=O)O1.C[C@@H]1COC(=O)O1
DFT total energy = -108406.7102 eV

=====

# 2
Density functional theory data (the ωB97M-V functional and the def2-TZVPD basis) for a molecular structure, C21H43GaN2OP3.

```
71
Properties=species:S:1:pos:R:3:forces:R:3:lowdin_charge:R:1
Ga -0.44143 1.47992 -0.56592 -2.509 -3.071 -1.679 0.727
P 1.64485 -0.72887 2.08098 0.615 -0.204 0.060 0.756
P 1.53348 2.33335 0.07555 1.708 1.169 0.228 0.798
P -0.60718 -2.39044 -0.18342 -2.414 -0.583 -1.279 0.913
H 0.42224 2.95545 -4.67296 -0.398 -0.344 0.978 0.074
C -0.61015 2.59997 -4.48281 -0.417 0.472 0.332 -0.041
C -1.42046 2.93094 -3.43654 -0.056 -0.123 -3.235 -0.081
H -1.12710 3.39673 -2.53903 0.741 1.102 0.589 -0.013
C 2.92574 -1.87836 1.49628 0.084 -0.324 -0.158 -0.274
C 2.73179 0.19778 3.23060 0.034 0.271 -0.169 -0.285
C 0.89484 -1.74673 3.40184 -0.510 -0.132 0.022 -0.265
C 1.19678 3.59163 -1.18980 0.636 0.360 0.158 -0.242
C 1.54079 3.24241 1.65882 -0.424 -0.372 0.143 -0.187
C 3.22657 1.67382 -0.16006 -0.139 -0.620 -0.412 -0.173
C -2.01557 -2.63362 -1.26147 0.384 -0.094 -0.523 -0.218
C -1.44335 -2.79262 1.35851 0.280 0.639 0.849 -0.191
C 0.55223 -3.73680 -0.54278 1.011 0.413 -0.237 -0.172
H -0.90045 1.95559 -5.33993 -0.545 0.912 0.628 0.088
H -2.51825 2.90151 -3.50699 0.568 -0.829 0.003 0.091
H 3.45632 -2.28678 2.36801 -0.043 0.014 -0.341 0.070
H 3.63500 -1.32671 0.87062 -0.006 -0.365 -0.046 0.044
H 2.47119 -2.70531 0.93124 0.420 0.318 0.085 0.013
H 3.31369 -0.54999 3.77944 -0.002 0.279 0.027 0.069
H 2.10459 0.74205 3.94406 0.291 0.177 -0.025 0.047
H 3.41410 0.86378 2.69313 -0.027 0.008 0.343 0.036
H 1.28779 -2.76873 3.32296 -0.185 0.211 0.258 0.066
H -0.19344 -1.76638 3.32677 0.177 -0.060 0.265 0.005
H 1.18069 -1.29949 4.35625 -0.112 -0.374 0.029 0.052
H 1.90234 4.41716 -1.03037 -0.295 0.064 -0.337 0.094
H 0.15503 3.95375 -1.09467 0.493 0.133 -0.021 0.059
H 1.33559 3.14389 -2.18197 -0.073 0.217 0.052 0.065
H 2.04030 4.20427 1.47226 -0.096 -0.265 0.105 0.090
H 2.07841 2.67084 2.44068 -0.292 0.341 -0.460 0.052
H 0.49813 3.41264 1.96831 0.460 0.246 0.033 0.060
H 3.98216 2.47051 0.01482 -0.650 -0.268 -0.070 0.103
H 3.29430 1.33262 -1.20962 0.158 0.098 0.456 0.076
H 3.43348 0.81351 0.51501 -0.259 0.720 -0.516 0.017
H -2.32774 -3.67851 -1.25623 -0.221 0.142 0.053 0.089
H -1.59918 -2.38234 -2.22740 -0.354 -0.155 -0.505 0.003
H -2.82172 -1.92168 -1.04000 0.179 -0.313 0.061 0.087
H -2.27034 -3.45925 1.13344 -0.052 -0.018 -0.438 0.083
H -1.86665 -1.89157 1.80099 0.020 -0.060 0.219 0.042
H -0.81212 -3.32718 2.05284 0.251 0.171 0.260 0.049
H 0.05530 -4.55309 -1.09206 -0.181 0.466 0.268 0.092
H 0.98823 -4.13576 0.38867 -0.234 0.233 -0.395 0.065
H 1.35560 -3.35854 -1.18864 -0.056 -0.216 0.153 0.068
C -1.16159 0.02240 -3.17631 0.139 1.410 -0.676 -0.439
C 0.15416 -0.19689 -3.64611 -0.626 -0.686 0.867 -0.052
C 0.38750 -1.49095 -4.13339 -0.609 -0.079 -0.213 -0.067
C -0.74862 -2.28232 -4.38985 -0.366 -0.631 -0.693 -0.094
C -2.06032 -1.69855 -4.40203 0.536 -1.466 -0.100 -0.065
C -2.30203 -0.48435 -3.80845 0.925 0.006 1.127 -0.018
O -1.47285 0.82105 -2.11682 1.338 1.177 3.859 -0.207
H -0.52373 -1.00770 -0.74258 1.021 -1.370 1.354 0.034
H 0.89139 0.60939 -3.64910 -0.008 -0.429 0.634 0.105
H 1.42074 -1.85088 -4.27470 -0.751 0.155 -0.200 0.125
H -0.62621 -3.37145 -4.61803 -0.177 1.252 -0.141 0.130
H -2.94881 -2.27428 -4.66434 0.493 -0.137 -0.352 0.131
H -3.28875 -0.07130 -3.53950 0.573 -0.393 -0.410 0.151
C -1.59541 1.39824 4.64993 0.993 0.005 1.668 0.022
N -1.83815 1.09340 3.26924 -0.097 -0.312 -1.494 -0.069
C -3.06099 0.83895 2.64064 0.329 0.143 0.327 0.032
C -2.79190 0.75038 1.31505 0.198 0.308 -0.127 -0.067
N -1.42745 0.96647 1.11910 -0.087 0.100 -1.014 -0.038
C -0.89053 1.11550 2.32446 0.160 0.878 1.027 -0.213
H -2.49792 1.38823 5.23389 -0.494 -0.153 -0.028 0.110
H -0.89074 0.69072 5.11908 -0.393 0.005 -0.378 0.112
H -1.14741 2.38348 4.79809 -0.160 0.046 -0.420 0.115
H -3.99585 0.77953 3.19439 0.345 -0.036 -0.188 0.159
H -3.42791 0.59340 0.46886 -0.336 -0.023 -0.078 0.129
H 0.16698 1.31216 2.54902 -0.910 -0.160 -0.164 0.075
```
Positions in Å, forces in eV/Å.

Results
charge = +3
ΔE to the lowest compared entry with this formula, charge and spin = 4.095 eV

=====

# 3
Density functional theory data (the ωB97M-V functional and the def2-TZVPD basis) for a molecular structure, C14H18N2O9Rh.

```
44
Properties=species:S:1:pos:R:3:forces:R:3:lowdin_charge:R:1
Rh -1.36869 -0.11939 1.11148 0.165 0.132 0.163 1.167
O -2.27053 1.81742 4.96971 0.055 -0.014 0.023 0.181
C -1.64149 1.20484 3.98822 0.118 -0.077 0.066 -0.477
O -2.11124 0.28624 3.34963 -0.173 0.069 -0.101 0.036
C -0.22998 1.71727 3.80893 0.029 0.009 -0.064 -0.062
O 0.20875 1.46261 2.48514 -0.041 -0.053 -0.038 -0.154
C 0.45876 2.54791 1.70634 0.488 -0.077 0.204 0.002
C -1.55428 3.23527 0.73946 -0.802 0.268 -0.557 -0.456
O -1.18832 4.25141 0.31887 0.204 -0.111 0.136 0.233
O -2.21312 2.30184 1.03434 0.235 -0.052 0.209 0.109
H -3.14205 1.41203 5.10335 -0.056 -0.022 0.013 0.156
H -0.16311 2.77295 4.06827 -0.027 0.008 -0.027 0.148
H 0.40570 1.14595 4.48982 -0.006 0.040 0.037 0.162
H 0.72131 3.47374 2.20484 -0.039 -0.005 0.035 0.108
H 0.90418 2.29381 0.75510 -0.063 -0.039 -0.019 0.100
N -1.69054 -2.27845 1.76553 -0.057 -0.053 -0.064 -0.049
C -2.41678 -2.96801 0.68305 0.007 -0.006 0.013 -0.227
C -3.56991 -2.10207 0.21011 -0.006 -0.007 -0.013 -0.229
N -3.04176 -0.80958 -0.26081 0.021 -0.024 -0.045 -0.039
H -0.75903 -2.66476 1.87469 0.004 0.009 -0.009 0.094
H -2.17791 -2.37485 2.65031 0.006 0.027 0.002 0.097
H -2.78766 -3.94623 0.99428 0.004 -0.003 -0.009 0.122
H -1.71110 -3.12383 -0.13500 0.000 0.005 0.002 0.123
H -4.25045 -1.90320 1.04023 -0.002 0.000 -0.005 0.121
H -4.13389 -2.62400 -0.56524 -0.001 -0.003 0.004 0.122
H -3.78227 -0.13148 -0.40314 -0.010 -0.011 0.038 0.103
H -2.56989 -0.91425 -1.15530 -0.012 0.030 -0.003 0.100
O 0.51834 -1.08074 0.39731 0.026 0.009 0.037 -0.084
C 0.57689 -0.30232 -0.60295 -0.004 -0.031 -0.006 -0.595
O -0.35616 0.55050 -0.76327 -0.084 -0.028 -0.018 -0.102
C 1.69499 -0.37448 -1.56017 0.031 0.019 -0.032 -0.150
C 2.73816 -1.26254 -1.33026 0.024 0.000 -0.041 -0.009
C 3.81644 -1.35638 -2.21222 -0.051 -0.007 0.053 0.033
C 3.78454 -0.53340 -3.31070 0.063 -0.043 -0.015 -0.208
O 4.70861 -0.42747 -4.29733 -0.040 0.046 -0.008 0.051
C 4.16721 0.48991 -5.25611 -0.003 0.002 0.007 -0.105
O 2.98387 1.05571 -4.68950 0.043 -0.035 0.025 0.042
C 2.74271 0.35514 -3.54281 -0.025 0.051 -0.059 -0.200
C 1.68258 0.46562 -2.69037 -0.020 -0.014 0.056 0.079
H 2.70339 -1.88740 -0.44925 0.003 0.000 0.004 0.117
H 4.63658 -2.03909 -2.04487 0.004 -0.003 0.001 0.126
H 3.91351 -0.05277 -6.16881 -0.006 -0.008 0.001 0.141
H 4.89203 1.27878 -5.44741 0.001 0.001 -0.001 0.141
H 0.87160 1.15773 -2.86351 -0.003 0.000 0.002 0.132
```
Positions in Å, forces in eV/Å.

Results
charge = +1
ΔE to the lowest compared entry with this formula, charge and spin = 0.217 eV
2S+1 = 5